Record 1
# C4H12NO2

A 2-piece molecular cluster, C4H12NO2 overall in a non-equilibrium geometry (ωB97M-V/def2-TZVPD, OMol25).

CARTESIAN COORDINATES (ANGSTROEM)
N  2.40573  -1.95903  0.90636
C  0.97361  -1.94037  0.61033
O  0.57895  -1.02764  -0.33650
H  2.86755  -2.33029  0.08219
H  2.70316  -0.98134  0.92500
H  0.71272  -2.96031  0.26961
H  0.43924  -1.75266  1.56329
H  0.30992  0.19194  0.39628
C  -1.30789  1.31784  0.66225
O  0.04572  1.09369  0.86577
C  -1.79404  0.92464  -0.75081
C  -0.98365  1.60290  -1.84047
H  -1.50916  2.38504  0.83228
H  -1.94982  0.74256  1.35629
H  -2.85535  1.18482  -0.83140
H  -1.65584  -0.15431  -0.82612
H  -1.37870  1.35248  -2.83425
H  0.03598  1.22341  -1.84244
H  -0.97028  2.69246  -1.77618

Values from the calculation:
Charge   -1
HOMO   -3.561 eV
Relative energy (zero: lowest compared OMol25 entry of this formula, charge and spin)   3.8 kcal per mole
Multiplicity   1
Electronic energy   -9928.0576 eV

Atom charges from the Löwdin analysis, given in e for atoms 1 to 4: number 1, N, carries -0.03; number 2, C, carries -0.54; number 3, O, carries -0.31; number 4, H, carries 0.03

Record 2
# C8H10OS

C8H10OS as an isolated structure in a non-equilibrium geometry (ωB97M-V/def2-TZVPD, OMol25).

CARTESIAN COORDINATES (ANGSTROEM)
C  1.57544  2.21207  1.49596
C  0.26073  2.14866  1.15244
C  2.16349  0.96566  1.68756
C  -0.06846  0.77640  0.90157
C  0.83618  -1.84214  -0.40910
C  -0.62660  -1.25752  -0.54071
C  -1.04861  0.23278  0.07790
C  -1.20955  -1.39642  -1.99965
O  -2.24764  0.71550  -0.34178
S  1.13236  -0.38290  1.34155
H  1.95473  3.23554  1.68321
H  -0.21361  3.04541  0.92432
H  3.16903  0.62712  1.96226
H  1.14391  -2.76855  0.04512
H  1.29416  -1.65948  -1.31829
H  -1.39127  -1.68365  0.06348
H  -1.67804  -2.39244  -2.21769
H  -0.55657  -1.13432  -2.94082
H  -2.08832  -0.70672  -2.01323
H  -2.40137  1.26502  0.44591

Values from the calculation:
HOMO (spin up / spin down)   -6.664 / -6.270 eV
Relative energy (zero: lowest compared OMol25 entry of this formula, charge and spin)   107.6 kcal per mole
Multiplicity   1
Electronic energy   -21335.1141 eV

Atom charges from the Löwdin analysis, given in e for atoms 1 to 4: number 1, C, carries -0.21; number 2, C, carries -0.13; number 3, C, carries -0.38; number 4, C, carries -0.45

Record 3
# C5H13BNO2

An isolated ion of composition C5H13BNO2 and charge -1 (ωB97M-V/def2-TZVPD, OMol25).

CARTESIAN COORDINATES (ANGSTROEM)
C  3.28081  -1.10781  -0.06844
O  3.09811  -0.09632  0.88313
B  1.89172  0.68208  0.66297
O  2.18199  2.02878  0.24761
N  0.64145  0.17239  0.86577
C  -0.41490  0.75845  0.06742
C  -1.78754  0.16322  0.38744
C  -2.80856  0.72854  -0.61326
C  -1.76348  -1.37075  0.27462
H  4.23170  -0.96980  -0.60133
H  3.33653  -2.08191  0.42762
H  2.47661  -1.13339  -0.80718
H  2.83698  2.02949  -0.44917
H  -0.51356  1.85093  0.18782
H  -0.23351  0.59192  -1.01104
H  -2.06644  0.43819  1.40545
H  -2.57258  0.30988  -1.59201
H  -2.66592  1.80808  -0.68895
H  -3.83724  0.49928  -0.33945
H  -0.82117  -1.72556  -0.13438
H  -1.89399  -1.85983  1.23971
H  -2.59702  -1.71587  -0.34436

Values from the calculation:
Charge   -1
HOMO   -2.861 eV
Multiplicity   1
Electronic energy   -11659.9545 eV

Atom charges from the Löwdin analysis, given in e for atoms 1 to 4: number 1, C, carries -0.17; number 2, O, carries -0.07; number 3, B, carries -0.87; number 4, O, carries 0.05

Q: Which value of multiplicity does entry 3 give?
A: 1

Q: electronic energy of number 3 (C5H13BNO2)?
A: -11659.9545 eV